Here is C3H7N3 in the gas phase at a distorted geometry from the OMol25 dataset. Energies are from ωB97M-V/def2-TZVPD.

Computed properties:
E_HOMO (alpha / beta) in eV: -7.14 / -7.35
Energy above the lowest of the compared OMol25 structures with the same formula, charge and spin in kJ/mol: 585.47
DFT total energy in eV: -7688.611
LUMO (alpha / beta) in eV: 0.422 / 0.275

Structure (XYZ):
```
13
C3H7N3 ωB97M-V/def2-TZVPD
C 0.13 -3.91 0.83
C 0.46 1.19 -1.14
C -0.14 0.71 0.19
N 0.43 -2.77 0.41
N 0.04 -1.68 -0.12
N 0.30 -0.58 0.54
H 0.90 -4.64 0.98
H 0.28 2.19 -1.32
H 0.18 0.65 -2.09
H 1.49 1.14 -1.07
H -1.23 0.79 0.10
H 0.23 1.39 0.94
H -0.25 -1.79 -1.11
```